This record from the OMol25 dataset describes a molecular structure, C17H21Ca2ClF6KN6O21P2S3 at a distorted geometry. The level of theory is the ωB97M-V functional and the def2-TZVPD basis.

```
! wB97M-V def2-TZVPD RIJCOSX def2/J DEFGRID3
* xyz 1 1
Ca -6.4328 -6.9158 4.2144
Ca 3.4672 0.4864 -1.2158
K 7.0672 1.5955 1.3354
Cl 2.2672 3.7484 -2.1766
S 1.0765 -2.4855 -3.9124
S 2.1037 -3.8618 -5.8962
S 1.5539 -0.4037 2.0980
P -2.9135 2.3293 2.1964
P 5.5672 -1.2668 0.1748
F 0.9084 -1.0199 -1.6877
F 4.5800 -3.1497 -6.5747
F 2.5703 -2.4375 -1.7085
F 3.9115 -5.0204 -7.4841
F 2.6798 -0.6155 -2.8999
F 4.4738 -4.9655 -5.3738
O -9.1834 -1.9036 3.8599
O 5.2763 -0.4737 4.0713
O 1.5924 -3.1149 -7.0454
O -1.6349 0.9665 -3.9643
O 0.2218 -3.4982 -3.2902
O 0.3514 -1.4405 -4.6413
O -4.4989 -1.4339 3.4174
O -3.4968 3.6948 1.6090
O -9.1089 -4.6385 3.6386
O -1.8853 5.2145 -6.0266
O 7.2112 -1.1828 3.2925
O 5.1562 -0.9604 -1.2748
O -2.8080 2.4329 3.9452
O -0.9998 6.5467 -3.7961
O -0.8349 2.3074 -1.7070
O 5.4815 0.0181 1.0147
O 4.6211 -2.3269 0.7621
O -3.8962 0.9392 1.8222
O 1.4730 -5.1689 -5.6828
O 7.0098 -1.7981 0.1966
O -4.4343 -4.1602 3.1070
N 2.4140 -3.0129 -4.5891
N 2.9905 1.4107 3.3118
N 2.0114 2.8629 0.8607
N 1.7118 1.1878 2.7995
N 6.4561 -0.3111 3.7387
N -0.1366 2.8808 2.0864
C -7.9512 -3.8860 3.5639
C 1.8289 -1.6098 -2.5050
C -5.5370 -3.6581 3.2968
C -6.8468 -1.6041 3.6522
C 3.8218 -4.2651 -6.3502
C -8.0774 -2.4088 3.7036
C -6.7644 -4.4654 3.3724
C -1.7742 3.0619 -5.0536
C -1.1863 2.0816 1.3464
C -1.1561 5.1728 -3.7900
C -5.6598 -2.1839 3.4641
C 1.2683 2.2924 1.8642
C -1.0567 2.9927 -2.6997
C 7.0134 1.0599 3.8911
C -0.8906 4.4543 -2.6972
C -1.6314 4.5261 -5.0444
C -1.5054 2.3433 -3.9618
H -0.9543 0.9406 1.2294
H 3.4714 0.4689 3.4338
H -2.2303 3.2301 4.1801
H 6.4151 1.7297 3.2699
H -9.8328 -3.9901 3.7791
H -6.6585 -5.5377 3.2669
H 6.9432 1.3287 4.9470
H 8.0548 1.0565 3.5623
H -2.1034 2.6030 -5.9771
H -1.3845 0.6793 -3.0592
H -1.3072 2.5536 0.2612
H -3.9057 0.3855 2.6584
H 2.0011 2.6060 -0.1505
H -6.9508 -0.5334 3.7730
H 0.9806 -0.3719 0.8169
H -0.5466 4.9116 -1.7781
H 2.6664 3.6490 1.1442
H 2.8663 1.8177 4.2869
H -3.7755 -2.0817 3.2709
H -0.3289 2.7611 3.1263
H -1.2560 6.8344 -4.6993
*
```

Computed properties:
HOMO level = -8.307 eV
gap between HOMO and LUMO = 1.05 eV

***

This record from the OMol25 dataset describes 8 unconnected molecules or ions with the total composition C40H38Cl4N6O12 at a distorted geometry. The level of theory is the ωB97M-V functional and the def2-TZVPD basis.

```
! wB97M-V def2-TZVPD RIJCOSX def2/J DEFGRID3
* xyz 0 1
Cl -7.9505 -1.9748 5.3577
Cl -10.5843 3.5812 3.8170
Cl -10.6151 4.9512 7.2591
Cl -6.1382 -3.5000 3.0044
O -10.6692 -6.8629 0.5061
O -13.7352 0.2010 -0.7626
O -3.3408 -12.9332 9.1643
O -10.6894 -8.5419 8.0265
O -10.2779 -6.4472 8.1718
O -13.8876 1.4823 -2.4794
O -3.5393 -4.6665 9.3706
O -10.9144 -0.5774 11.8687
O -10.3478 -0.5878 9.7536
O -2.8111 -4.5665 7.2595
O -4.5072 -11.3662 9.9342
O -8.9245 -7.4433 -0.6293
N -2.8180 -4.2011 8.4451
N -10.1164 -7.3055 -0.5480
N -13.2374 0.7564 -1.7444
N -10.1937 -0.2147 10.9529
N -4.0959 -11.9824 9.0103
N -11.0223 -7.4658 8.3734
C -11.0153 -7.5877 -1.6898
C -11.1468 1.8389 -2.4910
C -11.7140 -9.0332 -3.4643
C -9.6037 0.4617 -0.5947
C -8.3907 -3.3723 4.2894
C -11.8115 4.1701 6.2242
C -7.9059 3.4113 11.8362
C -10.9595 0.3293 -0.6475
C -5.1305 -10.7049 4.9379
C -14.8177 -6.8361 9.9511
C -0.6226 -1.1645 8.3046
C -11.1522 2.9744 5.4137
C -12.8630 -8.2681 -3.6565
C -12.5878 -6.0795 9.7301
C -9.0583 3.0710 12.5534
C -13.0747 -7.0715 -2.9647
C -1.1233 -1.5096 10.6053
C -4.7510 -12.0476 5.1951
C -0.2941 -0.9343 9.6260
C -7.2732 -4.3051 4.0096
C -14.5353 -8.0367 9.3625
C -5.3255 -9.8525 5.9986
C -8.9648 1.2971 -1.5231
C -4.5178 -12.5060 6.4803
C -1.9491 -2.6104 10.2186
C -13.2897 -8.2780 8.8255
C -12.1723 -6.7803 -1.9020
C -2.0336 -3.0207 8.9118
C -13.8573 -5.8500 10.2296
C -10.8366 -8.7187 -2.4515
C -9.7096 1.8810 12.3534
C -12.2863 -7.2923 9.0320
C -9.7269 1.9596 -2.4909
C -1.3597 -2.3005 7.9274
C -8.1332 1.3000 10.6226
C -7.4275 2.4817 10.9100
C -4.9730 -10.2236 7.3244
C -4.5070 -11.5492 7.6042
C -11.7460 0.9938 -1.6682
C -9.3892 1.0191 11.2852
H -10.6060 1.7299 12.9365
H -2.4303 -3.2305 10.9605
H -6.5177 2.6136 10.3432
H -1.1227 -1.2462 11.6527
H -13.9291 -6.4109 -2.9726
H -8.6266 -2.9322 3.3205
H -11.4080 -0.2439 0.1505
H -7.4183 4.3748 11.8173
H -11.6027 -9.9821 -3.9679
H -11.8899 2.1776 5.3192
H -15.4441 -8.6162 9.2942
H -13.2452 -9.1413 8.1780
H -15.8404 -6.6189 10.2219
H -9.0728 -0.1197 0.1447
H -10.3299 2.5125 5.9602
H -5.5627 -8.8254 5.7635
H -9.3092 2.7141 -3.1410
H -5.3142 -10.4561 3.9031
H -10.0271 -9.3811 -2.1826
H 0.4723 -0.2138 9.8709
H -11.9050 -5.2554 9.8751
H -0.0765 -0.6157 7.5516
H -12.3407 4.9591 5.6899
H -9.3026 -3.8174 4.6877
H -5.0510 -9.5164 8.1369
H -12.4807 -5.9827 -1.2424
H -7.5612 -5.1899 3.4419
H -1.4260 -2.6329 6.9020
H -4.6447 -12.6322 4.2932
H -9.4077 3.7560 13.3118
H -11.7137 2.4805 -3.1494
H -13.9670 -4.9409 10.8023
H -12.6283 3.8622 6.8770
H -6.9068 -4.5670 5.0022
H -7.6652 0.6839 9.8691
H -4.2961 -13.5524 6.6296
H -7.8870 1.2787 -1.5896
H -13.5243 -8.6544 -4.4179
*
```

Computed properties:
HOMO level = -9.767 eV
SMILES string = O=[N+]([O-])c1ccccc1.O=[N+]([O-])c1ccccc1.O=[N+]([O-])c1ccccc1.O=[N+]([O-])c1ccccc1.O=[N+]([O-])c1ccccc1.O=[N+]([O-])c1ccccc1.ClCCCl.ClCCCl
gap between HOMO and LUMO = 9.09 eV

***

This record from the OMol25 dataset describes 2 unconnected molecules or ions with the total composition C9H16N3 at a distorted geometry. The level of theory is the ωB97M-V functional and the def2-TZVPD basis.

```
! wB97M-V def2-TZVPD RIJCOSX def2/J DEFGRID3
* xyz 1 1
N -0.3673 0.3271 3.1341
N 1.8983 0.4536 2.7968
N 0.7283 -1.1585 1.6672
C -0.9765 0.6477 -2.5157
C -1.4212 -1.6795 -1.7904
C 1.3553 1.6578 -2.3423
C -1.5341 0.7066 2.3181
C 0.7608 -0.2008 2.5768
C 0.7990 -0.7560 -1.7619
C 0.3519 0.5364 -2.1192
C -0.0337 -1.8291 -1.5575
C -1.8012 -0.4741 -2.3795
H 1.8804 -0.8122 -1.6413
H 0.9942 2.2374 -3.1865
H -2.3326 0.4315 3.0263
H 1.2170 -1.0612 0.7833
H -1.7417 0.0023 1.5029
H -0.0491 -1.8037 1.5883
H 2.3831 1.3182 -2.3769
H -1.6757 1.7424 2.0415
H 2.8258 0.0432 2.7929
H -2.7916 -0.4525 -2.8243
H 1.8306 1.3344 3.2707
H -2.1666 -2.4234 -1.5792
H 1.3476 2.2144 -1.4041
H 0.3257 -2.8192 -1.2894
H -0.4955 0.2139 4.1220
H -1.3114 1.6031 -2.8528
*
```

Computed properties:
HOMO level = -11.893 eV
gap between HOMO and LUMO = 8.45 eV

***

This record from the OMol25 dataset describes 2 unconnected molecules or ions with the total composition C22H33ClF12O6P at a distorted geometry. The level of theory is the ωB97M-V functional and the def2-TZVPD basis.

```
! wB97M-V def2-TZVPD RIJCOSX def2/J DEFGRID3
* xyz -1 1
Cl 0.7189 1.9774 1.5514
P -2.8091 0.4790 1.4120
F -3.4493 -3.4377 2.9617
F -5.1640 -2.6788 4.4482
F 1.6786 -0.9650 -4.6863
F -5.8654 -3.8022 2.4490
F 1.8461 1.1437 -5.1632
F 3.2815 2.7951 -6.0205
F 2.2627 4.4635 -4.0299
F 4.4008 -1.3122 -4.9534
F 0.2776 -1.4885 3.1346
F 3.8706 0.1263 -3.4107
F 2.5695 2.4627 -3.2274
F 4.7382 4.2716 -5.3945
O -2.3738 -0.1051 2.9937
O 5.0238 2.1772 -4.7076
O -4.1496 1.5151 1.9085
O 1.7259 -2.5174 0.7308
O -1.8816 1.9831 1.5942
O -6.3232 -1.3862 1.6374
C 4.8384 0.9420 -5.4054
C 3.2180 3.5446 -3.7321
C -0.7925 1.9382 2.6219
C 1.1510 -2.8787 -0.5740
C 2.4593 -0.0511 -5.3234
C -1.1553 0.6062 3.5041
C -0.8589 0.5840 -1.7110
C 0.2627 -0.4849 -1.2616
C 1.3988 0.4249 4.5548
C 3.8734 -0.0621 -4.7571
C 2.7223 0.0016 3.6411
C -4.9786 -1.4047 2.2772
C -3.8780 -1.0946 1.0997
C 3.0240 -3.1644 0.9742
C -2.4222 0.2013 -1.5520
C -1.7880 1.2911 4.8904
C -3.1071 1.1433 -0.3517
C -0.2260 -1.9436 -0.7380
C -2.4266 1.7944 6.0638
C 4.0454 3.1805 -4.9707
C 0.0360 -0.3575 4.0863
C -4.8235 -2.8795 2.9913
H -4.4538 -0.8985 0.0725
H 3.0234 -4.1997 0.4276
H 2.4567 -0.3023 -6.3893
H -3.1324 -1.9745 0.8843
H 3.8773 -2.4314 0.6132
H -0.6824 0.9092 -2.8431
H 0.8739 -4.0372 -0.6129
H -5.0178 -0.6148 3.1399
H 3.1933 -3.2797 2.1500
H 3.8535 3.9519 -2.9406
H -2.6967 -0.9259 -1.4403
H -0.7472 -1.9716 0.3090
H -0.9097 -2.4420 -1.5803
H 1.2689 1.6107 4.5784
H -6.3958 -0.5974 1.0191
H -2.9732 0.5678 -2.5464
H -0.8873 2.8947 3.3118
H -0.4048 -0.8702 5.0692
H -3.9421 2.4775 1.7025
H -1.5524 -0.0436 0.9300
H -4.2677 1.1705 -0.6255
H 5.8302 0.4735 -5.3898
H 3.4978 0.8996 3.5654
H -0.6727 1.5830 -1.0841
H 0.9783 -0.6716 -2.1996
H 2.4469 -0.2691 2.5258
H -3.2666 2.0944 6.8388
H 3.3141 -0.8912 4.1390
H -2.7301 2.2623 -0.4728
H 4.6291 1.0998 -6.4704
H 1.8867 -2.6669 -1.4698
H 0.9889 -0.0426 -0.4239
H 1.6628 0.1030 5.6567
*
```

Computed properties:
HOMO level = -5.194 eV
gap between HOMO and LUMO = 7.14 eV

***

This record from the OMol25 dataset describes a molecular structure, C18H29As2INNiO3P. The level of theory is the ωB97M-V functional and the def2-TZVPD basis.

```
! wB97M-V def2-TZVPD RIJCOSX def2/J DEFGRID3
* xyz 2 1
I -2.1139 -5.3370 1.0489
As 0.0572 -0.6742 -1.9004
As -1.9024 1.5227 -0.5076
Ni -0.1471 0.1981 0.3610
P 2.4306 0.8336 0.5138
O 3.5398 1.2353 1.5712
O 1.6280 -0.4129 1.2993
O 1.1530 1.8021 0.9544
N -1.3817 -1.1256 1.3005
C -2.5417 0.5378 -2.0357
C -1.8574 -0.7780 2.5082
C -2.0311 -3.3847 1.7307
C -4.2221 0.1030 -3.7017
C -1.4703 -2.4074 0.9266
C -3.7990 0.7942 -2.5757
C -1.4893 3.2550 -1.2522
C -2.5191 -3.0209 2.9774
C 1.2900 3.2234 1.2216
C -3.3915 -0.8393 -4.2941
C -3.4498 1.8405 0.5915
C 4.9215 1.4835 1.1797
C -2.1343 -1.0911 -3.7647
C -1.7054 -0.4040 -2.6333
C -2.4316 -1.6920 3.3673
C 1.1955 0.3309 -3.1025
C 2.2986 -1.6889 1.4704
C 0.5119 -2.4896 -2.3889
H -1.4963 -1.8266 -4.2392
H -2.9597 -3.7596 3.6340
H 0.8797 0.1328 -4.1249
H -1.7724 0.2663 2.7831
H -1.1715 3.9464 -0.4749
H -2.8033 -1.3702 4.3299
H 0.7485 -2.5078 -3.4509
H -2.3932 3.6315 -1.7278
H -5.2021 0.2981 -4.1160
H 4.9668 2.2337 0.3931
H -0.7042 3.1522 -1.9981
H 1.7214 -2.2502 2.1978
H 2.2425 3.4014 1.7114
H 2.3460 -2.2310 0.5265
H 3.2985 -1.5117 1.8587
H -3.8928 0.8927 0.8889
H -3.7231 -1.3778 -5.1718
H 5.4196 1.8501 2.0697
H 2.2262 0.0091 -2.9662
H -3.1515 2.3998 1.4765
H 1.2259 3.7859 0.2927
H -4.4583 1.5249 -2.1240
H 1.3885 -2.8076 -1.8277
H 1.1253 1.3967 -2.8962
H -4.1718 2.4286 0.0288
H -0.3140 -3.1675 -2.1841
H 5.3894 0.5598 0.8477
H -1.0901 -2.6565 -0.0545
H 0.4815 3.4970 1.8918
*
```

Computed properties:
HOMO level (spin up / spin down) = -14.296 / -14.296 eV
gap between HOMO and LUMO (spin up / spin down) = 6.98 / 7.01 eV

***

This record from the OMol25 dataset describes a molecular structure, C65H52FGeIrN2O9P3. The level of theory is the ωB97M-V functional and the def2-TZVPD basis.

```
! wB97M-V def2-TZVPD RIJCOSX def2/J DEFGRID3
* xyz 2 2
Ir -0.3241 -0.1241 -0.1185
Ge -3.8331 0.4412 0.5487
P -0.4410 1.5916 1.4816
P -1.4436 0.7554 -2.0514
P -1.2788 -1.8672 1.1380
F -5.5796 0.7091 0.7038
O 1.3028 -2.3284 -2.6774
O 2.2001 -0.1393 0.8987
O -4.6759 -5.6424 -4.4772
O -0.6187 -1.8077 -1.3934
O 3.0526 2.1735 -1.5386
O 1.4441 -6.4666 -4.7589
O 1.4869 0.5475 -1.5252
O -0.3047 -7.6536 -5.1905
O -4.8230 -4.3132 -2.7900
N 0.2487 -6.6710 -4.7556
N -4.1938 -4.9470 -3.6146
C 4.2146 1.2300 0.8869
C -2.7029 -2.5385 3.3746
C -3.7317 -2.4408 4.2913
C 2.5940 -2.8616 1.8647
C -2.6208 -1.6344 2.3078
C 0.6800 2.9882 1.1169
C -4.1540 4.3027 1.9379
C 3.2598 0.3774 0.0756
C -4.6695 -0.6224 3.0282
C -2.1724 -3.6625 -3.0269
C 1.3871 -2.5447 1.2583
C -0.8388 -4.4973 0.1293
C 0.3373 0.4450 5.8767
C 0.2800 -2.1590 2.0310
C -0.6114 -5.6144 -4.1736
C 3.9713 -0.7773 -0.6276
C -3.4045 -0.2188 -3.6737
C -2.7264 -4.7838 -3.6171
C -1.8958 3.6931 2.4357
C -4.3082 3.1203 1.2380
C 2.0825 4.8368 1.7877
C -3.2540 2.2036 1.1149
C -0.0806 1.0898 3.1936
C -1.3454 4.1430 -4.3252
C 2.3800 -0.7461 -4.2422
C -3.9441 -0.2137 -1.2983
C -0.9545 0.5266 5.3766
C -0.0052 -4.5024 -3.6227
C -1.1635 0.8509 4.0445
C -1.6175 2.4910 -2.5855
C -2.0193 2.5155 1.6873
C -3.1153 -3.8038 0.4730
C 1.1441 0.9129 -2.9240
C -3.6294 -0.7071 2.0946
C 1.6398 -2.3570 4.0114
C 1.3814 3.6843 2.1056
C -1.2803 -5.7663 -0.2009
C -0.1341 -2.2235 -2.5597
C -5.5243 -1.0497 -2.9371
C -4.7050 -1.4631 4.1279
C -3.5497 -5.0856 0.1683
C -2.6356 -6.0678 -0.1706
C -2.3981 3.3965 -1.8730
C -5.1856 -0.7643 -1.6215
C 2.2902 0.4941 -3.7947
C -1.7529 -3.5040 0.4873
C 2.7178 -2.7773 3.2458
C -3.0401 0.0107 -2.3479
C 0.6848 3.4925 -0.1775
C -2.1082 5.0428 -3.5973
C -0.7906 -3.5056 -3.0598
C 0.4305 -2.0401 3.4125
C 1.3745 4.6520 -0.4959
C -1.9776 -5.7819 -4.2090
C -1.0995 2.8720 -3.8283
C 1.4191 0.6656 5.0356
C 1.2148 0.9772 3.7002
C -2.9495 4.5766 2.5675
C 1.2737 -1.7089 -4.0003
C 2.6027 1.2054 -1.0201
C -0.1191 -1.1387 -3.7442
C -4.6460 -0.7576 -3.9673
C -2.6397 4.6645 -2.3731
C -0.1507 0.1954 -3.1553
C 2.0804 5.3254 0.4871
H 1.0381 1.9965 -2.9465
H 4.4997 -1.3779 0.1150
H 1.3643 5.0204 -1.5131
H -0.5588 -6.5296 -0.4615
H -1.8028 0.3568 6.0266
H 2.6239 6.2288 0.2460
H -4.9251 -0.9452 -4.9957
H -0.5317 2.1790 -4.4339
H 1.0728 -4.4388 -3.6179
H 4.9750 1.6626 0.2390
H 2.5130 -0.9446 1.3384
H 0.1276 2.9862 -0.9556
H -0.3912 -1.7121 4.0305
H 3.0702 1.2236 -3.9617
H 1.3744 3.3477 3.1328
H -4.9824 4.9944 2.0153
H -2.8273 5.4780 3.1527
H -0.9459 4.4233 -5.2905
H -0.9587 3.9349 2.9144
H 2.0673 1.1498 3.0590
H -4.6060 -5.3100 0.2048
H -2.8111 -2.9226 -2.5665
H 0.5006 0.2213 6.9228
H -5.5159 -1.3807 4.8395
H -5.2687 2.8905 0.7988
H -5.9139 -0.9459 -0.8436
H -5.4678 0.0905 2.8777
H 3.4286 -3.1938 1.2608
H 1.7347 -2.2803 5.0862
H -2.7304 0.0392 -4.4809
H 2.6232 5.3621 2.5637
H 4.7097 0.6087 1.6343
H -2.8182 3.1230 -0.9262
H -2.2993 6.0321 -3.9906
H 3.2636 -1.4024 -1.1745
H -3.2487 5.3558 -1.8058
H 3.6542 -3.0356 3.7221
H -2.4328 -6.6477 -4.6662
H 3.6849 2.0442 1.3812
H 1.2580 -2.4719 -4.7807
H -3.8516 -3.0568 0.7348
H 2.4281 0.6034 5.4220
H -0.8798 -1.3354 -4.4973
H 0.2228 -4.3180 0.1372
H -3.7844 -3.1341 5.1200
H -6.4912 -1.4813 -3.1549
H 3.2427 -1.0768 -4.8065
H 4.7128 -0.3924 -1.3281
H -2.9748 -7.0686 -0.4057
H 1.3106 -2.5981 0.1777
H -1.9720 -3.3293 3.4790
H -2.1766 0.9335 3.6759
*
```

Computed properties:
HOMO level (spin up / spin down) = -13.392 / -13.760 eV
expectation value of S² = 0.77
gap between HOMO and LUMO (spin up / spin down) = 6.50 / 6.64 eV